Computed, not measured: C19H29N3O4S in the gas phase at a distorted geometry, with wB97M-V/def2-TZVPD.

Geometry as XYZ:
```
56
Properties=species:S:1:pos:R:3:mulliken_charge:R:1
C 5.86067 -0.75173 3.29775 -0.829
H 6.06624 -1.68093 2.75669 0.326
O 4.66465 -0.83599 4.03518 -0.469
C 3.49919 -1.03051 3.35931 0.757
C 3.38744 -1.18668 1.98312 -0.853
C 2.14650 -1.37118 1.39750 -0.225
C 0.99266 -1.42295 2.17015 0.684
C 1.10814 -1.27891 3.55085 -0.381
C 2.33966 -1.07574 4.13413 -1.047
H 2.43062 -0.95267 5.20136 0.430
H 0.22733 -1.29689 4.16984 0.198
N -0.27844 -1.60643 1.59367 0.162
S -1.58495 -0.76198 2.15821 1.438
O -1.14907 0.37167 2.90904 -0.682
O -2.45009 -0.51293 1.03309 -0.686
C -2.46027 -1.92055 3.24011 -1.147
H -3.31418 -1.39682 3.65036 0.449
H -2.78411 -2.75463 2.63208 0.350
H -1.79507 -2.24582 4.02787 0.337
C -0.48113 -2.43985 0.41993 0.265
C 0.07102 -3.84665 0.61687 -1.487
H -0.10788 -4.42550 -0.28442 0.419
H 1.14265 -3.80886 0.79139 0.297
H -0.40890 -4.33192 1.46329 0.391
H -1.56698 -2.48243 0.28038 0.571
C 0.09754 -1.78785 -0.85981 -0.305
O 0.79240 -2.38394 -1.64794 -0.622
N -0.28933 -0.49400 -0.96391 1.036
N 0.19657 0.31260 -1.93939 -1.287
C -0.14829 1.53214 -2.01410 0.839
C 0.47483 2.30919 -3.13532 -1.135
C -0.47221 2.57667 -4.31517 -0.697
C -1.68293 3.45358 -3.97387 -0.684
C -2.98268 2.67921 -3.73828 -0.911
H -3.74420 3.38578 -3.39725 0.344
H -3.31871 2.27895 -4.69901 0.376
C -2.91714 1.51178 -2.75366 -0.856
C -2.57255 1.88630 -1.31173 -0.028
H -3.19380 2.72760 -0.99739 0.509
H -2.83322 1.03928 -0.67392 -0.048
C -1.09108 2.24994 -1.08061 -1.343
H -0.83252 2.00673 -0.04371 0.532
H -0.94480 3.32278 -1.20053 0.586
H -2.20841 0.76430 -3.11324 0.272
H -3.90313 1.03921 -2.74718 0.466
H -1.45528 4.07419 -3.10796 0.314
H -1.86879 4.13802 -4.80600 0.384
H -0.80773 1.62429 -4.72671 0.495
H 0.11959 3.07204 -5.08798 0.344
H 0.83767 3.26527 -2.74963 0.326
H 1.32535 1.73454 -3.50398 0.415
H -0.96886 -0.13801 -0.29293 0.043
H 2.09488 -1.47801 0.32690 0.350
H 4.25543 -1.15767 1.34431 0.446
H 6.64695 -0.58160 4.03148 0.239
H 5.83874 0.08358 2.59080 0.337
```

Computed properties:
ΔE to the lowest compared entry with this formula, charge and spin (eV): 2.6523
Highest occupied orbital energy (eV): -8.242
Kohn-Sham gap (eV): 8.68
F_max (eV/Å): 1.2

Computed, not measured: 14 unconnected molecules or ions with the total composition C54H82N2O22 at a distorted geometry, with wB97M-V/def2-TZVPD.

Geometry as XYZ:
```
160
Properties=species:S:1:pos:R:3:mulliken_charge:R:1
O -1.60604 -0.80293 10.17045 -0.586
C -2.33287 -1.33779 9.36406 0.482
O -3.65883 -1.13210 9.34845 -0.350
C -4.37620 -2.11179 8.65912 -0.316
C -3.33514 -2.67432 7.71637 -0.461
C -1.96014 -2.34487 8.26966 -0.372
H -5.20534 -1.72246 8.06831 0.257
H -4.76706 -2.75133 9.45052 0.258
H -3.32122 -2.14784 6.76205 0.224
H -3.44474 -3.74569 7.54828 0.335
H -1.22169 -2.04258 7.52709 0.318
H -1.54681 -3.20831 8.79094 0.211
O 5.34577 4.72063 9.89186 -0.561
C 5.40341 3.57208 9.57265 0.497
O 5.59673 3.14684 8.32768 -0.351
C 5.57018 1.74608 8.09712 -0.295
C 5.06976 1.19871 9.39944 -0.607
C 5.31398 2.34422 10.46999 -0.377
H 6.51926 1.26586 7.85896 0.278
H 4.79906 1.47423 7.37631 0.256
H 5.48627 0.22368 9.65229 0.376
H 3.99864 0.99678 9.39331 0.245
H 6.30881 2.25671 10.90673 0.244
H 4.48913 2.24070 11.17497 0.294
O -1.33385 -1.22128 -11.54021 -0.606
C -1.16500 -0.06832 -11.14618 0.488
O -1.63321 1.00880 -11.72776 -0.341
C -1.39250 2.18316 -10.90609 -0.336
C -0.23120 1.76455 -9.97549 -0.496
C -0.29271 0.24607 -9.94606 -0.345
H -2.32727 2.43191 -10.40368 0.241
H -1.12483 3.06432 -11.48918 0.284
H -0.36517 2.20641 -8.98810 0.308
H 0.71976 2.16244 -10.32968 0.261
H -0.90946 0.02229 -9.07563 0.210
H 0.65742 -0.27356 -9.82227 0.331
O -1.35531 -10.80165 0.19693 -0.598
C -1.45631 -9.95209 1.10857 0.560
O -2.34384 -8.94712 1.13424 -0.339
C -2.52917 -8.39151 2.41251 -0.384
C -1.80705 -9.27503 3.35224 -0.417
C -0.69540 -9.88680 2.44083 -0.480
H -3.59839 -8.42624 2.62149 0.239
H -2.25334 -7.34003 2.33243 0.307
H -2.40544 -10.10231 3.73387 0.285
H -1.35132 -8.64768 4.11830 0.282
H -0.40118 -10.91545 2.64918 0.282
H 0.18489 -9.25982 2.29913 0.264
O -4.16088 4.29108 5.70082 -0.607
C -3.09105 4.68409 6.17984 0.546
O -1.86929 4.13633 5.95426 -0.372
C -0.71831 4.94164 6.24917 -0.287
C -1.33205 6.16066 6.85801 -0.419
C -2.86764 5.94188 6.94153 -0.373
H -0.05612 5.08113 5.39468 0.224
H -0.07596 4.35608 6.90689 0.221
H -1.11820 7.05366 6.27070 0.268
H -0.85488 6.29225 7.82914 0.290
H -3.56929 6.66998 6.53452 0.294
H -3.15481 5.77061 7.97898 0.214
O -6.19004 8.80878 -3.47287 -0.626
C -5.49368 8.44221 -2.51192 0.507
O -5.81911 7.41462 -1.77200 -0.342
C -4.74529 7.00135 -0.89614 -0.340
C -3.85471 8.24639 -0.74595 -0.407
C -4.20506 9.02421 -1.95639 -0.358
H -4.12938 6.18387 -1.27094 0.226
H -5.21688 6.73520 0.04983 0.310
H -2.77585 8.10857 -0.81793 0.244
H -3.96339 8.76375 0.20727 0.261
H -3.39658 9.08709 -2.68475 0.305
H -4.46592 10.05786 -1.72918 0.219
O 7.71979 8.78659 -3.91003 -0.583
C 6.91607 7.85896 -4.02736 0.506
O 6.36565 7.54730 -5.24547 -0.362
C 5.31473 6.53332 -5.09988 -0.322
C 4.96464 6.58217 -3.65064 -0.547
C 6.20017 7.14002 -2.93329 -0.307
H 5.67653 5.56262 -5.43889 0.252
H 4.43230 6.84015 -5.66137 0.265
H 4.71236 5.62331 -3.19781 0.328
H 4.04565 7.13088 -3.44453 0.267
H 6.75811 6.27367 -2.57799 0.250
H 5.91170 7.85424 -2.16208 0.252
O 5.67748 -4.72290 3.32979 -0.524
C 6.04206 -5.29787 4.31493 0.514
O 5.39561 -5.13461 5.59189 -0.359
C 5.95376 -6.04393 6.56860 -0.354
C 7.38136 -6.18533 6.03269 -0.550
C 7.26779 -6.23803 4.51085 -0.431
H 5.47758 -6.99504 6.80683 0.251
H 6.00750 -5.62994 7.57549 0.298
H 7.75993 -7.12445 6.43622 0.327
H 7.98284 -5.35361 6.39954 0.274
H 7.18821 -7.28739 4.22695 0.301
H 8.09253 -5.70474 4.03808 0.252
O 1.96382 0.54851 0.69577 -0.577
C 0.95851 0.07759 0.16058 0.476
O 0.48198 0.51219 -1.05927 -0.342
C -0.75440 0.00316 -1.46010 -0.313
C -1.17424 -0.91293 -0.23257 -0.549
C -0.11034 -0.73583 0.84729 -0.235
H -0.74123 -0.60298 -2.36592 0.245
H -1.49550 0.79002 -1.60052 0.259
H -1.33257 -1.98135 -0.37920 0.307
H -2.10936 -0.53222 0.17816 0.260
H 0.27652 -1.71076 1.14388 0.269
H -0.67680 -0.20720 1.61395 0.200
O -6.14778 2.79073 -6.65745 -0.579
C -7.06221 2.07439 -6.99902 0.484
O -6.96036 0.71920 -6.85238 -0.327
C -7.97491 0.06830 -7.56964 -0.290
C -8.94805 1.11083 -8.04009 -0.572
C -8.43720 2.45563 -7.56541 -0.316
H -8.56311 -0.62019 -6.96293 0.272
H -7.59899 -0.45503 -8.44880 0.242
H -9.98912 0.93683 -7.76807 0.372
H -8.90910 1.15427 -9.12852 0.207
H -9.20446 2.72107 -6.83811 0.197
H -8.46036 3.24266 -8.31916 0.309
N -9.62188 -2.92590 1.36122 -0.017
C -10.64725 -3.06169 0.40779 -0.555
C -10.03512 -3.03586 -0.78529 -0.288
C -8.66824 -3.01386 -0.66370 -0.554
C -8.44248 -3.03626 0.70995 -0.245
H -9.71219 -2.85940 2.36497 0.194
H -11.68711 -3.02011 0.69649 0.355
H -10.63057 -3.02235 -1.68621 0.371
H -7.85085 -3.02866 -1.36943 0.377
H -7.55439 -3.04360 1.32447 0.362
N 9.30505 1.77018 1.37236 -0.024
C 9.46083 3.10906 1.67731 -0.503
C 10.65892 3.49806 1.29850 -0.218
C 11.36864 2.44807 0.72016 -0.369
C 10.51522 1.37504 0.74737 -0.537
H 8.44342 1.25030 1.45855 0.213
H 8.61628 3.70259 1.99487 0.348
H 11.00266 4.52045 1.35293 0.365
H 12.30901 2.60568 0.21295 0.364
H 10.62960 0.35740 0.40425 0.360
C 6.77279 -0.83137 -4.34895 -0.980
C 5.94358 -0.96037 -5.60628 0.793
O 4.72512 -1.26939 -5.58727 -0.589
C 6.66943 -0.73270 -6.89631 -1.040
H 7.72581 -1.34623 -4.47040 0.339
H 6.21880 -1.30652 -3.53936 0.285
H 6.84138 0.25131 -4.24316 0.263
H 7.73483 -0.95292 -6.82902 0.311
H 6.53060 0.30510 -7.19928 0.275
H 6.13552 -1.18732 -7.73079 0.342
C -4.15261 -8.68870 -6.01629 -0.972
C -4.53789 -7.22287 -5.89356 0.737
O -5.74201 -6.91573 -6.08058 -0.567
C -3.46113 -6.17304 -5.98015 -0.955
H -3.08184 -8.80074 -5.84598 0.315
H -4.35241 -9.07871 -7.01433 0.263
H -4.67420 -9.37121 -5.34530 0.307
H -3.42732 -5.81920 -4.94974 0.245
H -3.69205 -5.35471 -6.66215 0.311
H -2.50185 -6.59528 -6.27945 0.316
```

Computed properties:
Highest occupied orbital energy (eV): -8.275
Kohn-Sham gap (eV): 8.22
F_max (eV/Å): 4.8